Entry 1:
Density functional theory data (ωB97M-V/def2-TZVPD) for C7H10 in the gas phase.

## Properties
F_max	0.0175	Eh/bohr
spin multiplicity	1
SMILES string	C#CC1(CC)CC1
frontier orbital gap	10.16	eV
relative energy (zero: lowest compared OMol25 entry of this formula, charge and spin)	73.35	kcal/mol

XYZ file:
```
17
Properties=species:S:1:pos:R:3:forces:R:3:nbo_charge:R:1
C 2.02643 0.41531 -0.04184 0.0 0.0 0.0 -0.61
C 1.01507 -0.59730 0.49283 0.1 -0.1 0.0 -0.37
C -0.43250 -0.14907 0.35918 0.1 0.0 -0.1 -0.15
C -1.26430 -0.64040 -0.81797 0.0 -0.2 -0.2 -0.39
C -1.53555 -1.14526 0.56294 -0.1 -0.2 0.2 -0.40
C -0.67566 1.27692 0.45760 -0.2 0.4 -0.8 0.01
C -0.88353 2.31913 -0.10873 0.1 -0.1 0.3 -0.25
H 1.79587 0.70627 -1.07132 0.0 -0.1 0.1 0.21
H 3.03971 0.00285 -0.02360 -0.1 0.0 0.0 0.21
H 2.02477 1.33022 0.55833 0.0 -0.1 -0.1 0.22
H 1.11112 -1.54246 -0.05494 0.0 0.1 0.1 0.20
H 1.24178 -0.81650 1.54359 -0.1 0.0 -0.1 0.21
H -1.97685 0.07485 -1.21928 0.2 -0.2 0.0 0.22
H -0.76498 -1.24698 -1.56458 -0.1 -0.2 0.2 0.21
H -1.22627 -2.16047 0.78630 0.0 0.1 0.1 0.22
H -2.44561 -0.82080 1.05458 0.1 0.0 -0.1 0.23
H -1.04950 2.99370 -0.91310 -0.1 0.6 0.4 0.23
```
Forces are in eV/Å.

---

Entry 2:
Density functional theory data (ωB97M-V/def2-TZVPD) for C7H10 in the gas phase.

## Properties
F_max	0.0108	Eh/bohr
spin multiplicity	1
SMILES string	C=CC1(C=C)CC1
frontier orbital gap	10.42	eV
relative energy (zero: lowest compared OMol25 entry of this formula, charge and spin)	53.88	kcal/mol

XYZ file:
```
17
Properties=species:S:1:pos:R:3:forces:R:3:nbo_charge:R:1
C 0.26378 1.08045 -1.34440 0.0 0.2 0.0 -0.41
C 0.06684 -0.37084 -1.71102 0.0 -0.2 -0.1 -0.40
C 0.00638 0.05787 -0.27854 0.0 0.0 0.0 -0.17
C -1.23124 0.00140 0.56294 -0.1 0.1 0.1 -0.15
C -1.68599 1.06765 1.20927 -0.2 0.0 -0.2 -0.40
C 1.42108 -1.56697 0.95072 0.0 0.1 -0.1 -0.39
C 1.09989 -0.30620 0.68465 0.1 -0.2 0.1 -0.15
H -0.51567 1.79124 -1.60775 0.1 -0.2 0.1 0.22
H 1.27332 1.48183 -1.40793 -0.2 -0.1 0.0 0.22
H -0.87019 -0.63970 -2.19036 0.1 0.0 0.1 0.22
H 0.93165 -0.94380 -2.03480 -0.1 0.1 0.0 0.22
H -1.41025 2.04422 0.82877 0.3 0.1 0.4 0.19
H -1.58788 -0.99886 0.80607 0.2 0.1 0.2 0.20
H -2.30627 1.00098 2.09850 -0.3 0.0 -0.4 0.20
H 0.97407 -2.37242 0.37172 0.1 0.0 0.1 0.19
H 2.08401 -1.83809 1.76609 0.0 0.1 -0.2 0.20
H 1.48645 0.51126 1.29605 0.0 -0.1 -0.1 0.20
```
Forces are in eV/Å.

---

Entry 3:
Density functional theory data (ωB97M-V/def2-TZVPD) for C7H10 in the gas phase at a distorted geometry.

## Properties
F_max	0.0310	Eh/bohr
spin multiplicity	1
SMILES string	C1[C@@H]2CC3(CC3)[C@H]12
frontier orbital gap	9.25	eV
relative energy (zero: lowest compared OMol25 entry of this formula, charge and spin)	113.91	kcal/mol

XYZ file:
```
17
Properties=species:S:1:pos:R:3:forces:R:3:nbo_charge:R:1
C -1.96768 -0.36894 -0.07034 -0.1 -0.2 0.0 -0.41
C -1.44102 0.94818 -0.58585 0.0 0.1 -0.1 -0.42
C -0.49704 -0.11616 -0.11121 0.0 -0.1 0.0 -0.06
C 0.55222 -0.95877 -0.85894 0.2 0.1 -0.2 -0.43
C 1.37966 -1.06623 0.46463 0.9 1.0 -0.3 -0.26
C 1.65878 0.66549 0.67444 -0.7 0.6 0.1 -0.41
C 0.43203 -0.03505 1.07899 -0.2 0.5 0.3 -0.25
H -2.37461 -1.06970 -0.79540 0.1 0.1 0.1 0.21
H -2.47603 -0.37729 0.89146 0.1 0.0 -0.1 0.21
H -1.51725 1.15532 -1.65072 0.1 -0.1 0.2 0.21
H -1.57619 1.82528 0.04511 0.1 -0.2 -0.1 0.21
H 0.16258 -1.90174 -1.26763 0.2 0.1 0.3 0.22
H 1.10734 -0.44640 -1.64864 -0.2 0.0 -0.1 0.20
H 2.46283 -0.53858 0.46788 -0.4 -1.5 0.1 0.29
H 1.69497 1.23005 -0.25099 -0.1 0.0 0.1 0.22
H 2.27005 1.04371 1.49468 0.1 -0.4 -0.3 0.24
H 0.12936 0.01081 2.12252 -0.1 -0.1 -0.1 0.22
```
Forces are in eV/Å.

---

Entry 4:
Density functional theory data (ωB97M-V/def2-TZVPD) for C7H10 in the gas phase.

## Properties
F_max	0.0078	Eh/bohr
spin multiplicity	1
SMILES string	C#CC1(CC)CC1
frontier orbital gap	10.46	eV
relative energy (zero: lowest compared OMol25 entry of this formula, charge and spin)	55.16	kcal/mol

XYZ file:
```
17
Properties=species:S:1:pos:R:3:forces:R:3:nbo_charge:R:1
C 2.04490 0.40577 -0.11427 0.0 0.0 0.0 -0.61
C 0.98988 -0.50665 0.50169 0.0 -0.1 0.0 -0.37
C -0.43731 -0.13572 0.11736 0.1 0.1 0.0 -0.15
C -1.11171 -0.88909 -1.01239 0.0 0.0 -0.2 -0.39
C -1.52282 -1.14506 0.40463 -0.1 -0.1 0.1 -0.39
C -0.77943 1.27213 0.21747 -0.1 0.3 0.0 0.00
C -1.05898 2.44402 0.24837 0.1 -0.4 -0.1 -0.25
H 1.92747 0.47322 -1.20035 0.0 0.0 0.1 0.21
H 3.05346 0.03569 0.09298 -0.1 0.0 0.0 0.21
H 1.96065 1.41780 0.29177 0.0 -0.1 -0.1 0.22
H 1.16251 -1.54457 0.19044 -0.1 0.1 0.0 0.20
H 1.08222 -0.49250 1.59516 0.0 0.0 -0.1 0.21
H -1.79163 -0.32510 -1.64297 0.1 -0.1 0.1 0.23
H -0.52184 -1.64063 -1.53211 -0.1 0.1 0.1 0.22
H -1.21298 -2.07849 0.86830 0.0 0.2 -0.1 0.22
H -2.48419 -0.77462 0.74411 0.1 0.0 -0.1 0.23
H -1.30019 3.48378 0.22982 0.0 -0.2 0.1 0.24
```
Forces are in eV/Å.

---

Entry 5:
Density functional theory data (ωB97M-V/def2-TZVPD) for C7H10 in the gas phase at a distorted geometry.

## Properties
F_max	0.0348	Eh/bohr
spin multiplicity	1
SMILES string	C=CC(C=C)=CC
frontier orbital gap	9.25	eV
relative energy (zero: lowest compared OMol25 entry of this formula, charge and spin)	61.44	kcal/mol

XYZ file:
```
17
Properties=species:S:1:pos:R:3:forces:R:3:nbo_charge:R:1
C 1.06202 -1.45888 -0.57418 -1.4 0.6 0.9 -0.21
C 0.82240 -1.92071 -1.79565 0.3 -0.4 0.2 -0.35
C 0.13823 0.83318 -0.70602 0.2 1.1 0.0 -0.16
C 0.23131 -0.34397 -0.06456 0.2 0.1 0.2 -0.09
C -0.28293 -0.55038 1.31450 -0.5 0.1 0.6 -0.23
C -0.16813 0.40201 2.23663 0.1 0.2 0.1 -0.35
C -0.98147 1.82346 -0.52397 0.0 -0.4 1.2 -0.66
H 1.50866 -2.00914 0.24879 0.9 -0.2 -0.6 0.21
H 0.02360 -1.55641 -2.41618 0.1 0.6 -0.2 0.20
H 1.33141 -2.78109 -2.16560 0.3 -0.6 -0.2 0.19
H 1.02223 1.23608 -1.19821 -0.3 -0.8 -1.1 0.20
H -0.63599 -1.49848 1.71010 0.2 -0.3 -0.6 0.21
H -0.28143 0.23488 3.30035 -0.4 -0.2 -0.1 0.20
H 0.09884 1.40910 1.96550 0.4 0.2 -0.1 0.19
H -1.60546 1.97869 -1.39717 0.1 -0.3 -0.4 0.22
H -1.58970 1.37583 0.26240 -0.5 0.4 -0.1 0.22
H -0.69361 2.82583 -0.19673 0.3 -0.1 0.0 0.21
```
Forces are in eV/Å.

---

Entry 6:
Density functional theory data (ωB97M-V/def2-TZVPD) for C7H10 in the gas phase at a distorted geometry.

## Properties
F_max	0.1164	Eh/bohr
spin multiplicity	1
SMILES string	C=C[C@]12C[C@]1(C)C2
frontier orbital gap	8.50	eV
relative energy (zero: lowest compared OMol25 entry of this formula, charge and spin)	96.41	kcal/mol

XYZ file:
```
17
Properties=species:S:1:pos:R:3:forces:R:3:nbo_charge:R:1
C -2.49093 -0.44948 -0.45831 1.2 0.2 0.5 -0.43
C -1.69104 0.34358 0.29371 -4.1 0.0 0.5 -0.21
C 0.62630 0.27663 -1.40534 -1.6 5.3 2.3 -0.36
C 0.65196 1.54608 0.69265 -1.2 -2.5 -0.5 -0.39
C -0.43381 0.82545 -0.05157 3.3 -1.3 -2.1 -0.06
C 0.94142 0.20196 0.01253 0.0 0.8 0.9 -0.03
C 1.49663 -1.01910 0.63053 -1.4 0.7 -0.9 -0.60
H -3.54629 -0.63665 -0.37277 -0.1 0.0 0.7 0.20
H -2.00859 -0.97015 -1.25657 0.1 -0.1 -0.8 0.17
H -2.19715 0.87039 1.15308 0.7 -0.5 -0.8 0.21
H 0.33857 -0.49110 -2.01975 -0.7 -2.3 -0.7 0.21
H 0.70612 1.22013 -1.99432 0.7 -0.7 0.6 0.21
H 1.04262 2.37536 0.17645 0.5 1.5 0.3 0.21
H 0.41342 1.43858 1.78602 1.0 0.7 -1.1 0.23
H 0.97690 -1.81854 0.15848 -0.3 -1.2 -0.1 0.21
H 1.41324 -1.04907 1.67270 -0.2 -0.1 1.6 0.22
H 2.49361 -1.03099 0.34308 2.1 -0.4 -0.3 0.22
```
Forces are in eV/Å.

---

Entry 7:
Density functional theory data (ωB97M-V/def2-TZVPD) for 2 unconnected molecules or ions with the total composition C7H10.

## Properties
F_max	0.0065	Eh/bohr
spin multiplicity	1
SMILES string	C=C1[C@H]2C[C@@H]12.C=C
frontier orbital gap	9.67	eV
relative energy (zero: lowest compared OMol25 entry of this formula, charge and spin)	92.14	kcal/mol

XYZ file:
```
17
Properties=species:S:1:pos:R:3:forces:R:3:nbo_charge:R:1
C 1.74606 1.32978 0.28596 0.1 0.0 -0.1 -0.38
C 2.59550 1.11906 -0.71277 -0.1 0.0 0.1 -0.40
C -1.42158 -0.07188 0.37077 -0.1 0.1 0.1 0.03
C -1.77578 1.14720 0.74593 0.0 -0.1 0.0 -0.48
C -1.74569 -1.25312 -0.40856 -0.3 0.0 -0.1 -0.23
C -0.35817 -1.69847 -0.74292 0.1 -0.1 -0.1 -0.38
C -0.65039 -1.26906 0.65899 0.1 0.0 0.3 -0.23
H 1.01887 2.13708 0.25937 0.1 -0.1 0.0 0.20
H 1.72924 0.69287 1.16752 0.0 0.1 -0.1 0.19
H 2.60625 1.75413 -1.59530 0.0 -0.1 0.1 0.19
H 3.31637 0.30525 -0.68944 -0.1 0.1 0.0 0.19
H -1.25964 1.65564 1.55474 -0.1 -0.1 -0.1 0.20
H -2.59043 1.66838 0.25345 0.1 -0.1 0.1 0.21
H -2.66391 -1.82455 -0.44987 0.1 0.1 0.0 0.23
H 0.27470 -1.06821 -1.36765 -0.1 -0.1 0.1 0.21
H -0.22745 -2.76945 -0.89760 0.0 0.2 0.0 0.21
H -0.59394 -1.85465 1.56736 0.0 0.1 -0.1 0.23
```
Forces are in eV/Å.

---

| no. | E_HOMO (eV) |
| --- | --- |
| 1 | -9.0 |
| 2 | -9.3 |
| 3 | -8.2 |
| 4 | -9.3 |
| 5 | -8.3 |
| 6 | -7.5 |
| 7 | -8.5 |